[1]
Formula: C8H11NO3S
Source: the OMol25 dataset
Level of theory: wB97M-V/def2-TZVPD

The geometry in ORCA input format:
```
! RIJCOSX wB97M-V def2-TZVPD def2/J DEFGRID3
* xyz 0 3
C 2.7102 0.7733 -1.5018
C 2.1404 1.3593 -0.3961
C 1.8765 0.2295 -2.5201
C 0.8254 1.7508 -0.3747
C -1.3477 -0.9308 2.6067
C 0.5732 0.5794 -2.5327
C -0.0181 1.3674 -1.6052
C -2.1804 -2.8168 0.6449
N 0.3059 2.5578 0.7558
O 1.0768 2.8641 1.5837
O -0.8397 2.9448 0.7021
O -0.4035 -0.8833 0.1182
S -1.6734 -0.9923 0.7543
H 3.7713 0.4677 -1.5888
H 2.7474 1.4103 0.4785
H 2.3403 -0.2235 -3.3926
H -1.7510 -0.0882 3.0152
H -0.2905 -0.8785 2.7066
H -0.1838 0.1533 -3.1727
H -1.6928 -1.8508 3.1148
H -1.0695 1.6540 -1.5010
H -2.3033 -3.1375 1.6695
H -3.2344 -2.9284 0.2402
H -1.3792 -3.3814 0.1953
*
```

F_max, hartree/bohr: 0.09782
Orbital gap (alpha / beta), eV: 6.583 / 6.153
Energy above the lowest of the compared OMol25 structures with the same formula, charge and spin, kJ/mol: 0.00
HOMO energy (alpha / beta), eV: -5.90 / -9.12

natural (NBO) charges, unit e, in atom order: C -0.085; C -0.287; C -0.199; C 0.144; C -0.800; C -0.256; C -0.108; C -0.816; N 0.491; O -0.405; O -0.444; O -0.992; S 1.254; H 0.213; H 0.245; H 0.210; H 0.227; H 0.239; H 0.224; H 0.217; H 0.233; H 0.216; H 0.235; H 0.244

=====

[2]
Formula: C3H7N3S2
Source: the OMol25 dataset
Level of theory: wB97M-V/def2-TZVPD

The geometry in ORCA input format:
```
! RIJCOSX wB97M-V def2-TZVPD def2/J DEFGRID3
* xyz 0 1
C 1.5882 -1.0139 -0.8947
C 0.8136 1.0777 1.2546
C -2.5209 0.6836 0.0887
H 2.0875 0.0728 -1.0060
H 2.3734 -2.1196 -0.7945
H 0.6613 -0.9806 -1.7696
H 1.2477 -1.8968 0.7815
H 0.8134 1.9368 1.9923
H -1.4668 -0.1341 -1.3610
H -2.5278 1.7510 0.5917
N 0.9965 -1.0839 0.3531
N 0.9774 -0.2169 1.3841
N -1.3148 0.5821 -0.5611
S 0.0128 1.7785 -0.3413
S -3.7416 -0.4368 0.2822
*
```

F_max, hartree/bohr: 0.09119
Orbital gap, eV: 8.570
Energy above the lowest of the compared OMol25 structures with the same formula, charge and spin, kJ/mol: 539.34
HOMO energy, eV: -8.57

natural (NBO) charges, unit e, in atom order: C -0.438; C -0.158; C -0.072; H 0.227; H 0.223; H 0.196; H 0.370; H 0.235; H 0.425; H 0.186; N -0.435; N -0.194; N -0.766; S 0.316; S -0.115

=====

[3]
Formula: C8H14N2S
Source: the OMol25 dataset
Level of theory: wB97M-V/def2-TZVPD

The geometry in ORCA input format:
```
! RIJCOSX wB97M-V def2-TZVPD def2/J DEFGRID3
* xyz 0 1
C -2.9542 -1.2280 -1.8392
C -1.6779 -0.7072 -1.2859
N -0.8166 -1.4361 -0.7248
N 0.3228 -0.8758 -0.4173
C 1.1991 -1.2967 0.7066
C 0.7440 -0.6969 1.9838
C 0.9194 0.8172 1.9411
C -0.0233 1.4380 0.8616
C 0.3977 0.7141 -0.5794
C 1.6554 1.2783 -1.1874
S -1.1142 0.9239 -1.6284
H -3.8367 -0.8904 -1.3558
H -2.9863 -2.3258 -1.6320
H -3.2380 -0.9203 -2.9556
H 2.1819 -0.8263 0.4308
H 1.1842 -2.3916 0.6574
H 1.2260 -1.0506 2.7995
H -0.4000 -0.8834 2.0503
H 0.4834 1.3317 2.8414
H 1.9950 1.1288 1.8418
H -1.1257 1.1149 0.9424
H -0.0588 2.4785 0.5576
H 1.9768 2.1108 -0.5776
H 1.5712 1.6619 -2.2440
H 2.3749 0.5309 -1.1869
*
```

F_max, hartree/bohr: 0.09726
Orbital gap, eV: 8.130
Energy above the lowest of the compared OMol25 structures with the same formula, charge and spin, kJ/mol: 248.54
HOMO energy, eV: -7.26

natural (NBO) charges, unit e, in atom order: C -0.653; C 0.020; N -0.235; N -0.280; C -0.208; C -0.419; C -0.422; C -0.439; C 0.059; C -0.670; S 0.183; H 0.222; H 0.242; H 0.224; H 0.191; H 0.226; H 0.214; H 0.205; H 0.220; H 0.207; H 0.217; H 0.220; H 0.213; H 0.237; H 0.226

=====

[4]
Formula: C6H5F3N2O2
Source: the OMol25 dataset
Level of theory: wB97M-V/def2-TZVPD

The geometry in ORCA input format:
```
! RIJCOSX wB97M-V def2-TZVPD def2/J DEFGRID3
* xyz 0 1
C 0.4289 -1.5789 -1.9790
C 0.6683 -1.8444 -0.6364
C -0.6145 0.3793 -1.4700
C -0.4036 0.0617 -0.1444
C -1.2672 1.1309 1.6684
C -2.7223 0.7402 1.4967
N -0.1948 -0.4820 -2.3797
N 0.2033 -1.0001 0.2833
O -0.5694 0.4725 2.6369
O -1.0587 2.4638 1.6103
F -3.5468 1.3638 2.3544
F -3.1872 1.0015 0.2691
F -2.8756 -0.5770 1.7039
H 0.7344 -2.2620 -2.7584
H 1.1977 -2.7218 -0.2917
H -1.1118 1.2744 -1.8064
H -0.3336 -0.4231 2.3375
H -0.2292 2.6670 2.0620
*
```

F_max, hartree/bohr: 0.08253
Orbital gap, eV: 9.054
Energy above the lowest of the compared OMol25 structures with the same formula, charge and spin, kJ/mol: 159.64
HOMO energy, eV: -8.67

natural (NBO) charges, unit e, in atom order: C -0.026; C 0.003; C -0.051; C 0.134; C 0.547; C 0.899; N -0.362; N -0.478; O -0.705; O -0.665; F -0.314; F -0.313; F -0.317; H 0.203; H 0.204; H 0.213; H 0.525; H 0.503

=====

[5]
Formula: C4H5I3
Source: the OMol25 dataset
Level of theory: wB97M-V/def2-TZVPD

The geometry in ORCA input format:
```
! RIJCOSX wB97M-V def2-TZVPD def2/J DEFGRID3
* xyz 0 1
C -1.3762 -0.8181 0.0136
C -0.5446 -0.3555 0.7525
C -2.4151 -1.2864 -0.8834
C 2.0259 2.0559 0.7983
I 2.2892 2.7017 2.7229
I 3.0003 -1.0376 -0.0264
I 3.0418 3.1728 -0.6220
H 1.9124 -0.1314 -0.9521
H 0.2781 0.0980 1.2962
H -2.3823 -2.4560 -0.8209
H -3.4056 -1.0029 -0.4014
H -2.4239 -0.9406 -1.8773
*
```

F_max, hartree/bohr: 0.08183
Orbital gap, eV: 7.147
Energy above the lowest of the compared OMol25 structures with the same formula, charge and spin, kJ/mol: 424.66
HOMO energy, eV: -8.73

natural (NBO) charges, unit e, in atom order: C -0.004; C -0.271; C -0.690; C -0.562; I 0.272; I -0.082; I 0.247; H 0.132; H 0.247; H 0.236; H 0.238; H 0.237

=====

[6]
Formula: C48H79ClN11OTeTi
Source: the OMol25 dataset
Level of theory: wB97M-V/def2-TZVPD

The geometry in ORCA input format:
```
! RIJCOSX wB97M-V def2-TZVPD def2/J DEFGRID3
* xyz 2 2
Ti -1.0974 0.6350 0.8783
C -1.0656 4.3757 -2.1069
N -0.5157 3.8074 -0.8821
C 0.8790 3.3889 -0.9375
C -1.1865 3.8173 0.2912
N -1.0768 2.7899 1.1475
C -1.0340 3.1770 2.5677
C 0.2455 2.6243 3.1481
N 0.2333 1.1559 3.0998
C -0.6430 0.6231 4.1722
C -1.6337 -0.3437 3.5518
N -2.4366 0.3526 2.5321
C -3.7509 0.3616 2.6227
N -4.4232 0.2864 3.7986
C -3.9964 0.9445 5.0222
C -5.6895 -0.4272 3.9143
N -4.4896 0.4953 1.4654
C -4.4824 -0.5808 0.4728
C -5.7380 1.2471 1.5000
C 1.6420 0.7047 3.2238
C 1.8992 -0.7463 3.5985
N 1.2419 -1.7041 2.7410
C 1.7275 -2.8824 2.6654
N 2.7477 -3.3352 3.5030
C 2.5373 -3.2790 4.9460
C 3.7720 -4.2898 3.1131
N 1.0546 -3.7728 1.7650
C 0.1050 -4.6025 2.5026
C 1.8457 -4.5625 0.8327
N -1.9298 4.9070 0.5729
C -3.1105 4.8803 1.4257
C -1.6330 6.2237 0.0179
H -0.9084 3.6591 -2.9157
H -0.5902 5.3182 -2.3866
H -2.1369 4.5236 -1.9974
H 1.1104 3.0815 -1.9551
H 1.0706 2.5537 -0.2690
H 1.5451 4.2162 -0.6747
H -1.8954 2.7801 3.1087
H -1.0379 4.2601 2.6890
H 0.3984 2.9774 4.1756
H 1.0846 2.9820 2.5482
H -1.1573 1.4569 4.6453
H -0.0621 0.1357 4.9552
H -2.2500 -0.8609 4.2851
H -1.0391 -1.1039 3.0377
H -3.1972 1.6457 4.8113
H -3.6670 0.2337 5.7828
H -4.8416 1.5052 5.4260
H -5.8806 -1.0144 3.0217
H -6.5222 0.2561 4.0907
H -5.6235 -1.1137 4.7596
H -4.5562 -0.1608 -0.5311
H -5.3426 -1.2405 0.6311
H -3.5692 -1.1617 0.5533
H -6.6139 0.6144 1.6631
H -5.8638 1.7398 0.5349
H -5.6996 2.0077 2.2780
H 2.1276 1.3007 4.0088
H 2.1301 0.9565 2.2826
H 1.6033 -0.8896 4.6414
H 2.9881 -0.8867 3.5895
H 1.5367 -2.9183 5.1748
H 3.2700 -2.6428 5.4500
H 2.6197 -4.2871 5.3608
H 4.0667 -4.1461 2.0777
H 3.4706 -5.3313 3.2670
H 4.6519 -4.1053 3.7320
H 0.5950 -5.3152 3.1817
H -0.4910 -5.1774 1.7923
H -0.5665 -3.9668 3.0801
H 2.3541 -5.4194 1.2864
H 2.5796 -3.9301 0.3351
H 1.1732 -4.9605 0.0701
H -3.2955 3.8809 1.8039
H -3.9771 5.2078 0.8490
H -2.9835 5.5598 2.2703
H -0.6141 6.2552 -0.3557
H -1.7272 6.9590 0.8170
H -2.3243 6.4949 -0.7819
C -0.3512 -2.5629 -0.9031
C -0.3954 -1.3741 -0.0119
O -1.4773 -1.2400 0.7385
N 0.4299 -0.3675 0.0301
Te 1.8894 -0.0312 -1.9877
C 2.1233 -0.0820 -4.1212
C 1.0425 -0.2902 -4.9746
C -0.3254 -0.7027 -4.4984
C 1.2503 -0.1535 -6.3456
C 2.4894 0.1833 -6.8683
C 2.6953 0.3430 -8.3480
C 3.5459 0.3855 -5.9840
C 3.3930 0.2650 -4.6100
C 4.5854 0.4913 -3.7151
C 3.1236 -1.6749 -1.5358
C 3.9997 -1.5072 -0.4520
C 3.9416 -0.3000 0.4419
C 4.9454 -2.4921 -0.2043
C 5.0408 -3.6318 -0.9960
C 6.0708 -4.6889 -0.7165
C 4.1380 -3.7823 -2.0408
C 3.1657 -2.8303 -2.3304
C 2.2271 -3.1178 -3.4710
H -0.7044 -3.4299 -0.3487
H 0.6502 -2.7430 -1.2835
H -1.0435 -2.3939 -1.7344
H -0.5111 -0.4027 -3.4647
H -0.4464 -1.7874 -4.5568
H -1.0999 -0.2593 -5.1239
H 0.4172 -0.3208 -7.0195
H 1.8103 0.0453 -8.9071
H 3.5369 -0.2589 -8.6916
H 2.9174 1.3828 -8.5935
H 4.5220 0.6481 -6.3774
H 5.4610 0.7452 -4.3089
H 4.8244 -0.3996 -3.1308
H 4.4172 1.3134 -3.0128
H 2.9406 -0.2039 0.8653
H 4.1765 0.6166 -0.1056
H 4.6571 -0.3918 1.2580
H 5.6343 -2.3600 0.6228
H 6.7569 -4.3794 0.0698
H 6.6531 -4.9078 -1.6119
H 5.5936 -5.6208 -0.4070
H 4.1814 -4.6776 -2.6520
H 2.0322 -4.1885 -3.5277
H 2.6603 -2.8064 -4.4234
H 1.2734 -2.6055 -3.3647
Cl -6.3598 3.9879 -3.5685
C -5.0583 3.1031 -2.8530
C -4.3438 2.1861 -3.6100
C -3.2943 1.4945 -3.0274
C -2.9292 1.6971 -1.6942
C -1.7217 0.9765 -1.1525
C -3.6861 2.5972 -0.9557
C -4.7403 3.3035 -1.5207
H -4.6105 2.0181 -4.6447
H -2.7395 0.7831 -3.6284
H -0.8280 1.4993 -1.5192
H -1.6926 -0.0112 -1.6178
H -3.4667 2.7127 0.0943
H -5.3279 3.9983 -0.9339
*
```

F_max, hartree/bohr: 0.01195
Orbital gap (alpha / beta), eV: 7.598 / 5.919
Energy above the lowest of the compared OMol25 structures with the same formula, charge and spin, kJ/mol: 0.00
HOMO energy (alpha / beta), eV: -12.36 / -12.39

Mulliken population analysis, charges in e, atoms 1 to 99: Ti -1.108; C -1.202; N 0.727; C -0.936; C -1.485; N 1.190; C -0.158; C -2.399; N 1.213; C -1.313; C -0.694; N 1.046; C -0.958; N 0.510; C -0.946; C -1.191; N 1.124; C -0.841; C -1.212; C -1.195; C -1.272; N 0.794; C -1.714; N 0.554; C -1.215; C -0.894; N 1.738; C -1.242; C -1.909; N 0.577; C -0.880; C -1.227; H 0.274; H 0.449; H 0.404; H 0.559; H -0.051; H 0.232; H -0.026; H 0.881; H 0.454; H 0.422; H 0.529; H 0.347; H 0.899; H -0.227; H 0.197; H 0.312; H 0.402; H 0.290; H 0.351; H 0.424; H 0.180; H 0.436; H 0.143; H 0.405; H 0.278; H 0.377; H 0.484; H 0.338; H 0.385; H 0.568; H 0.306; H 0.324; H 0.435; H 0.175; H 0.278; H 0.356; H 0.315; H 0.443; H 0.155; H 0.308; H 0.787; H 0.416; H 0.030; H 0.389; H 0.416; H 0.349; H 0.413; H 0.349; C -1.037; C 1.098; O -0.576; N 0.962; Te 0.977; C 0.132; C 1.052; C -1.234; C -0.981; C 0.513; C -1.618; C -1.050; C 0.600; C -1.276; C 1.518; C 0.016; C -1.661; C -0.751; C 0.512

=====

[7]
Formula: C37H77IN10O9
Source: the OMol25 dataset
Level of theory: wB97M-V/def2-TZVPD

The geometry in ORCA input format:
```
! RIJCOSX wB97M-V def2-TZVPD def2/J DEFGRID3
* xyz 0 1
C -0.4899 -4.2374 2.1815
C 0.0882 -3.1775 2.3997
C 0.3667 -1.6400 2.6740
C -0.6024 -1.0236 3.7575
C -1.9598 -1.8149 3.9819
C -2.9057 -1.8818 2.7117
C -3.9451 -0.6887 2.5930
N -3.4143 0.3323 1.6479
C 1.9442 -1.7121 3.0629
O 2.3534 -1.6492 4.2074
N 2.7065 -1.8519 1.8247
C 1.8846 -1.4234 0.6365
C 0.5102 -0.9306 1.2568
C 0.0416 0.5747 1.0594
C 1.1522 1.6748 1.3464
C 1.8379 1.5749 2.7725
I 0.0830 3.6185 1.3330
H -0.7347 -5.3214 2.1004
H -0.8703 0.0584 3.5867
H -0.0439 -1.0495 4.7525
H -1.6984 -2.8278 4.4186
H -2.5160 -1.2644 4.8124
H -3.4940 -2.8552 2.8004
H -2.2800 -1.9263 1.7659
H -4.9350 -1.0791 2.1740
H -4.1810 -0.2820 3.6189
H -3.6880 1.2398 2.0333
H -3.7701 0.2168 0.6924
H 3.4525 -1.1357 1.7960
H 1.5866 -2.3984 0.1364
H 2.3730 -0.8225 -0.1731
H -0.2765 -1.4907 0.6440
H -0.2252 0.6768 -0.0436
H -0.8882 0.8571 1.6264
H 1.9373 1.7822 0.5413
H 2.8568 1.0753 2.6525
H 1.2642 0.9508 3.5219
H 2.0499 2.5885 3.2242
C -0.9474 -5.6341 -2.0970
N 0.2914 -4.8908 -1.9979
C 1.5412 -5.6198 -1.8678
C 0.3225 -3.5369 -2.0220
O 1.3300 -2.8560 -1.9424
H -1.0702 -6.2459 -1.1999
H -0.9071 -6.2820 -2.9762
H -1.7999 -4.9604 -2.1889
H 2.0324 -5.3280 -0.9373
H 2.1954 -5.3626 -2.7041
H 1.3569 -6.6934 -1.8630
H -0.6775 -3.0823 -2.1220
C 4.9520 2.5170 -3.2664
N 4.6583 1.5383 -2.2386
C 5.3535 0.2628 -2.2597
C 3.7593 1.7722 -1.2602
O 3.4719 0.9869 -0.3669
H 4.7223 2.0881 -4.2447
H 6.0127 2.7742 -3.2222
H 4.3593 3.4211 -3.1249
H 4.6203 -0.5430 -2.3427
H 5.9045 0.1408 -1.3252
H 6.0443 0.2182 -3.1004
H 3.2870 2.7656 -1.3322
C 3.1783 7.7523 3.4784
N 2.7382 7.4786 2.1258
C 1.6152 6.5797 1.9192
C 3.3410 8.0347 1.0446
O 3.0196 7.8451 -0.1133
H 3.4768 6.8150 3.9546
H 2.3539 8.1986 4.0401
H 4.0250 8.4394 3.4813
H 1.9387 5.7401 1.3067
H 0.8225 7.1142 1.3898
H 1.2375 6.2138 2.8730
H 4.1800 8.6992 1.3112
C -1.9747 2.6215 -3.8123
N -2.2858 1.6556 -2.7776
C -1.6267 0.3619 -2.8017
C -3.1731 1.9210 -1.7874
O -3.4771 1.1554 -0.8909
H -2.2259 2.1957 -4.7871
H -0.9067 2.8495 -3.7796
H -2.5406 3.5423 -3.6684
H -2.3819 -0.4245 -2.8744
H -1.0692 0.2250 -1.8735
H -0.9466 0.2966 -3.6504
H -3.6162 2.9272 -1.8613
C -5.8835 0.2845 -2.8612
N -6.3362 0.0321 -4.2171
C -7.4851 -0.8269 -4.4270
C -5.7195 0.5737 -5.2931
O -6.0488 0.4031 -6.4549
H -5.6134 -0.6668 -2.3936
H -6.6882 0.7503 -2.2997
H -5.0173 0.9433 -2.8558
H -7.1903 -1.6768 -5.0467
H -8.2627 -0.2663 -4.9514
H -7.8713 -1.1849 -3.4733
H -4.8592 1.2092 -5.0227
C 8.6036 0.1891 3.2157
N 8.1784 -0.0688 1.8547
C 7.0532 -0.9579 1.6257
C 8.7974 0.4938 0.7863
O 8.4873 0.3161 -0.3771
H 8.8905 -0.7544 3.6862
H 7.7750 0.6349 3.7713
H 9.4542 0.8708 3.2356
H 7.3785 -1.7975 1.0077
H 6.2689 -0.4153 1.0924
H 6.6625 -1.3296 2.5725
H 9.6365 1.1509 1.0682
C -9.0630 5.0626 -4.2847
N -8.0847 4.0585 -3.9174
C -7.1367 3.6035 -4.9171
C -8.0280 3.5315 -2.6697
O -7.2322 2.6866 -2.2947
H -9.6779 4.6808 -5.1032
H -8.5431 5.9662 -4.6119
H -9.7064 5.3075 -3.4394
H -7.2510 2.5278 -5.0563
H -6.1211 3.8046 -4.5673
H -7.3062 4.1151 -5.8638
H -8.7916 3.9461 -1.9916
C 2.5704 -6.7996 5.2493
N 2.1168 -7.0639 3.8988
C 0.9960 -7.9614 3.6971
C 2.7074 -6.4979 2.8155
O 2.3755 -6.6777 1.6582
H 2.8760 -7.7399 5.7152
H 1.7511 -6.3593 5.8227
H 3.4152 -6.1108 5.2484
H 1.3143 -8.7996 3.0732
H 0.1957 -7.4266 3.1807
H 0.6298 -8.3343 4.6531
H 3.5468 -5.8340 3.0779
*
```

F_max, hartree/bohr: 0.06470
Orbital gap, eV: 8.761
HOMO energy, eV: -8.27

Mulliken population analysis, charges in e, atoms 1 to 99: C 0.065; C -2.111; C 3.113; C -0.846; C -1.311; C 0.328; C -0.839; N -0.179; C -0.285; O -0.663; N -0.366; C 0.549; C -0.208; C 0.099; C 0.358; C -0.576; I -0.104; H 0.336; H 0.405; H 0.391; H 0.362; H 0.502; H 0.319; H -0.176; H 0.233; H 0.352; H 0.192; H 0.187; H 0.356; H -0.512; H -0.018; H 0.184; H -0.806; H 0.446; H -0.122; H 0.077; H 0.078; H 0.462; C -0.975; N 0.153; C -0.961; C 0.366; O -0.702; H 0.324; H 0.375; H 0.300; H 0.272; H 0.287; H 0.392; H 0.192; C -0.999; N 0.258; C -0.813; C 0.175; O -0.891; H 0.347; H 0.351; H 0.325; H 0.271; H 0.176; H 0.386; H 0.206; C -0.894; N 0.161; C -1.043; C 0.096; O -0.583; H 0.307; H 0.314; H 0.309; H 0.258; H 0.291; H 0.467; H 0.258; C -1.042; N 0.481; C -0.585; C -0.274; O -0.740; H 0.367; H 0.354; H 0.304; H 0.252; H -0.090; H 0.475; H 0.413; C -0.526; N 0.311; C -1.087; C -0.092; O -0.631; H 0.456; H 0.500; H -0.303; H 0.325; H 0.304; H 0.406; H 0.454; C -0.928